Molecular formula: C17H43Br2F4NNbO13S
Method: DFT, ωB97M-V/def2-TZVPD

Results
electronic energy	-209759.4613	eV
2S+1	1
charge	-1

Atoms and positions in Å:
C -1.375 -4.761 -3.777
C -1.297 -3.368 -2.853
O -1.498 -3.530 -1.543
O -1.071 -2.097 -3.556
C -0.581 -1.040 -2.608
C -1.834 -0.159 -2.003
Nb -1.371 1.088 -0.152
C -2.393 2.854 -1.269
N -2.808 3.980 -0.359
C 0.574 1.614 -1.265
C 1.311 2.981 -0.899
C 0.749 4.384 -1.535
S 0.990 4.535 -3.412
O -0.248 4.051 -4.203
O 1.076 6.089 -3.684
O 2.479 3.898 -3.965
C -0.923 2.541 1.504
C -0.024 2.183 2.769
C 1.519 1.718 2.609
O 2.308 1.968 3.697
O 2.235 1.099 1.504
C -0.443 -0.765 0.856
C -1.094 -1.233 2.271
C -0.386 -2.550 2.947
F -1.505 -3.321 3.610
Br 0.452 -3.826 1.651
C 0.707 -2.257 4.121
F 0.536 -1.006 4.883
F 0.562 -3.383 5.119
Br 2.576 -2.509 3.360
C -3.485 0.586 0.620
C -3.730 0.790 2.209
F -3.922 -0.803 0.298
H -2.170 -4.610 -4.649
H -0.319 -5.093 -4.171
H -1.771 -5.663 -3.116
H 0.133 -1.509 -1.813
H 0.121 -0.352 -3.290
H -2.744 -0.886 -1.928
H -2.114 0.599 -2.886
H -3.363 2.416 -1.786
H -1.693 3.209 -2.149
H -2.865 4.856 -0.963
H -3.785 3.735 -0.021
H 1.305 0.712 -1.083
H 0.293 1.636 -2.425
H 1.467 3.226 0.260
H 2.431 2.891 -1.312
H 1.462 5.232 -1.086
H -0.328 4.694 -1.177
H 2.465 2.896 -3.844
H -1.987 2.897 1.926
H -0.516 3.577 1.061
H 0.072 3.237 3.343
H -0.545 1.526 3.622
H 3.223 1.259 1.526
H 0.723 -0.828 0.777
H -0.808 -1.645 0.126
H -1.201 -0.440 3.104
H -2.209 -1.581 2.012
H -4.276 1.288 0.065
H -2.797 1.020 2.870
H -4.183 -0.225 2.647
H -4.566 1.606 2.442
O 0.371 -7.104 -3.055
H 0.890 -7.581 -3.719
H -0.258 -7.765 -2.729
O 2.547 4.972 4.311
H 2.571 4.084 3.924
H 2.999 5.525 3.656
O 2.421 -8.515 -1.515
H 1.800 -7.877 -1.899
H 2.606 -8.160 -0.633
O 5.968 -1.664 4.179
H 5.047 -1.961 4.237
H 6.264 -1.638 5.102
O -3.856 -0.031 -3.948
H -4.514 0.333 -4.560
H -3.669 -0.912 -4.304
O 7.416 -0.567 1.850
H 7.109 0.320 1.611
H 6.743 -0.889 2.468

Atomic partial charges in e from the Löwdin method, atoms 1 to 6: -0.04 -0.29 -0.05 -0.12 -0.25 -0.33